(1)
Density functional theory data (ωB97M-V with the def2-TZVPD basis set) for 12 unconnected molecules or ions with the total composition C22H66BF4O11 in a non-equilibrium geometry.

Geometry as XYZ:
```
104
C22H66BF4O11, DFT ωB97M-V with the def2-TZVPD basis set
B -0.32827 0.40109 0.00536
F 0.56987 1.13121 0.69937
F 0.11556 -0.90664 0.28893
F -1.58261 0.57462 0.53443
F -0.18076 0.63599 -1.39556
C 0.87587 -3.79818 -1.60121
C -0.59788 -3.76214 -1.94575
O -0.94853 -5.16212 -2.17624
H 1.61603 -4.17018 -2.32228
H 1.14205 -4.27004 -0.78044
H 1.15007 -2.61267 -1.39937
H -0.86172 -3.07677 -2.88903
H -1.29004 -3.38066 -1.02995
H -1.89392 -4.99288 -2.57291
C -0.71590 -4.68396 2.88726
C -0.77264 -3.46204 2.06525
O 0.43963 -2.86024 1.94227
H -0.25512 -4.32285 3.87165
H -0.19679 -5.57748 2.48393
H -1.69475 -4.91092 3.22901
H -1.58551 -2.84192 2.58757
H -1.18820 -3.50072 1.03455
H 0.50709 -2.20364 1.39845
C 3.45380 -1.70621 0.58744
C 3.41083 -0.93505 -0.73044
O 4.48843 -1.36916 -1.50159
H 4.42019 -1.97057 0.84943
H 3.12583 -2.74859 0.40205
H 2.91984 -1.20530 1.23011
H 3.46283 0.12379 -0.53957
H 2.47125 -0.80110 -1.16439
H 4.34722 -0.89570 -2.37804
C 5.25713 2.08466 3.48882
C 4.06667 1.29490 2.80167
O 3.55851 2.04200 1.77809
H 5.94554 2.13486 2.73023
H 5.75317 1.59355 4.51788
H 5.14302 3.11343 3.89469
H 3.30646 1.13581 3.37166
H 4.35572 0.24712 2.58280
H 2.73984 1.70777 1.55721
C -3.11382 3.77104 -3.53082
C -2.03129 2.92689 -2.76574
O -2.26240 3.17088 -1.44972
H -3.14886 4.92406 -3.09364
H -4.15353 3.37844 -3.33442
H -3.12310 3.62452 -4.69530
H -1.12119 3.28188 -3.33236
H -2.31748 1.97871 -3.23266
H -1.65293 2.63738 -0.90370
C -5.59035 -0.95190 2.96566
C -4.07634 -1.05626 2.59666
O -3.72658 0.21850 2.11485
H -5.90180 -2.01502 3.23804
H -6.35717 -0.37687 2.43147
H -5.66301 -0.48941 3.94619
H -3.99924 -1.80304 1.85256
H -3.52918 -1.15325 3.46948
H -2.96266 0.18327 1.75689
C 0.69151 0.83721 5.16345
C 0.46777 -0.18815 4.10511
O 0.82993 -1.44116 4.45447
H 0.27032 1.69338 4.73377
H 1.63471 0.99483 5.44527
H 0.13389 0.41427 6.11996
H 1.03075 0.13484 3.11037
H -0.75070 -0.04513 3.80620
H 0.93317 -2.12888 3.87078
C 0.18177 -1.39522 -5.59563
C 0.61023 -0.49941 -4.39744
O -0.68035 -0.07008 -3.70958
H 0.07830 -2.35522 -5.34632
H 1.11091 -1.43534 -6.46128
H -0.81691 -1.17425 -5.91037
H 1.18460 0.46818 -4.79173
H 1.30489 -1.11088 -3.82688
H -0.31923 0.20040 -2.81686
C 1.05709 3.86818 2.61185
C -0.30073 3.66434 1.93211
O -1.10206 4.80796 1.96619
H 1.64172 4.59097 1.87066
H 1.34760 2.98072 3.05569
H 1.06145 4.58200 3.49726
H -0.69466 2.69568 2.55172
H -0.24345 3.29969 1.03955
H -1.74777 4.64931 2.68919
C -3.56815 -1.72259 -1.70570
C -3.84371 -1.56827 -3.18445
O -2.82579 -2.07295 -3.79821
H -4.26143 -1.36129 -1.13874
H -2.58749 -1.35458 -1.47810
H -3.78710 -2.73455 -1.49375
H -3.71079 -0.54331 -3.53607
H -4.70125 -1.89519 -3.61477
H -2.06269 -1.42086 -3.90778
C 1.69990 3.25533 -2.57283
C 3.05527 2.78027 -1.93710
O 3.95340 2.90617 -3.04245
H 0.68544 3.38506 -1.72442
H 1.32072 2.63676 -3.47257
H 1.66887 4.30837 -2.74233
H 2.92135 1.76753 -1.73572
H 3.29431 3.40233 -1.14492
H 4.01549 3.85065 -3.36438
```

The value obtained for the calculated total energy is -57947.9886 eV. The HOMO energy is -7.3 eV. The value obtained for the gap between HOMO and LUMO is 9.78 eV. The lowest unoccupied orbital energy is 2.52 eV. Its net charge is -1.

=====

(2)
Density functional theory data (ωB97M-V with the def2-TZVPD basis set) for 8 unconnected molecules or ions with the total composition C22H66N9O8 in a non-equilibrium geometry.

Geometry as XYZ:
```
105
C22H66N9O8, DFT ωB97M-V with the def2-TZVPD basis set
O 0.61701 -0.16915 -0.85191
H 0.20784 -0.84956 -0.31225
H 1.53431 -0.41048 -0.99994
H 0.05749 0.03259 -1.60546
C -3.65838 -2.42727 3.97972
O -3.48109 -1.22515 4.14285
N -2.69974 -3.22630 3.51229
N -4.69377 -3.09036 4.23560
H -1.80395 -2.87360 3.20687
H -2.89206 -4.21726 3.47891
H -4.63157 -4.06639 4.48777
H -5.28017 -2.43766 4.73582
C 0.26126 -1.70736 5.13123
O 0.50205 -2.02176 3.96764
N 1.10912 -1.60640 6.10089
N -0.78794 -1.25010 5.65484
H 2.10222 -1.78349 6.05091
H 0.79150 -1.52244 7.05597
H -0.78244 -0.94828 6.61868
H -1.60142 -1.61049 5.17685
C -1.73420 -3.62190 -0.46798
C -0.60796 -3.21158 0.54956
C 0.79290 -3.74988 0.10621
O 1.07313 -3.26945 -1.21208
C 2.24316 -3.91276 -1.83852
N -0.66741 -1.75714 0.79552
H -1.76539 -4.70654 -0.36465
H -1.42803 -3.35894 -1.48050
H -2.68657 -3.17675 -0.17994
H -0.82294 -3.73685 1.48014
H 0.87068 -4.83696 0.12421
H 1.51774 -3.46329 0.86816
H 3.11841 -3.56206 -1.29166
H 2.28999 -3.71210 -2.90887
H 2.10796 -4.99356 -1.79730
H -1.62728 -1.55856 1.03906
H -0.11167 -1.66857 1.63423
C 0.94305 1.99644 2.76620
C -0.64108 1.70543 2.84492
C -1.42149 2.42642 1.70368
O -2.84286 2.43805 1.70325
C -3.48546 1.20718 1.53272
N -0.75090 0.27065 2.83369
H 1.15380 1.86614 1.70473
H 1.39439 1.37292 3.53796
H 1.20367 3.04656 2.89818
H -0.90819 2.19907 3.77930
H -1.06655 2.01171 0.76021
H -1.11109 3.47040 1.74669
H -4.38110 1.53551 1.00534
H -3.80158 0.88056 2.52342
H -2.98844 0.36979 1.04298
H -1.71322 0.21138 3.13456
H -0.24079 0.00098 3.66264
C -3.93782 0.15465 -1.85905
C -2.41426 -0.09818 -1.89805
C -1.94768 -0.50941 -3.29825
O -0.56770 -0.73580 -3.41831
C -0.23745 -1.55467 -4.56178
N -1.70438 1.06394 -1.48444
H -4.23023 0.47949 -0.86052
H -4.52984 -0.63536 -2.32109
H -4.10671 1.12912 -2.31729
H -2.09913 -0.91527 -1.24909
H -2.19271 0.23001 -4.06067
H -2.39832 -1.47399 -3.53197
H -0.58875 -1.12087 -5.49800
H -0.67546 -2.50773 -4.26525
H 0.84851 -1.64839 -4.56827
H -2.02065 1.81339 -2.08310
H -1.88072 1.24610 -0.50677
C 0.20348 4.27842 -1.25511
C 1.41513 4.47957 -2.13369
C 1.25866 3.63994 -3.33635
O 0.04842 3.89958 -4.02419
C -0.23170 2.81393 -4.90685
N 1.54279 5.86118 -2.40945
H 0.20051 4.74938 -0.27211
H -0.10374 3.24316 -1.10693
H -0.70144 4.65834 -1.72930
H 2.31523 4.35032 -1.53268
H 1.30686 2.62779 -2.93468
H 2.19006 3.79585 -3.88066
H 0.54904 2.29606 -5.46395
H -0.95545 3.19025 -5.62980
H -0.77124 2.04404 -4.35522
H 0.71214 6.18080 -2.88689
H 2.24470 6.19797 -3.05288
C 4.95842 0.87871 1.25347
C 3.72640 0.73859 0.34942
C 4.10517 0.39935 -1.06618
O 2.86043 0.23842 -1.93076
C 3.33940 0.10006 -3.23834
N 3.02885 -0.46737 0.82499
H 4.77770 1.39918 2.19397
H 5.82373 1.37844 0.81801
H 5.37556 -0.09372 1.51514
H 3.20937 1.69132 0.23502
H 4.58121 -0.58098 -1.04529
H 4.80578 1.20027 -1.30231
H 3.90190 0.98686 -3.53038
H 2.35351 0.09850 -3.70321
H 3.72841 -0.89922 -3.43383
H 3.53324 -1.31507 1.04199
H 2.57584 -0.27831 1.70768
```

The value obtained for the calculated total energy is -53665.4563 eV. The HOMO energy is -10.8 eV. The value obtained for the gap between HOMO and LUMO is 9.09 eV. The lowest unoccupied orbital energy is -1.67 eV. Its net charge is +1.

=====

(3)
Density functional theory data (ωB97M-V with the def2-TZVPD basis set) for 11 unconnected molecules or ions with the total composition C22H66O11 in a non-equilibrium geometry.

Geometry as XYZ:
```
99
C22H66O11, DFT ωB97M-V with the def2-TZVPD basis set
C -2.93300 1.58746 0.26513
C -3.95154 0.93869 1.19105
O -3.67638 1.41958 2.47486
H -3.11026 2.65331 0.12147
H -3.01243 1.29301 -0.78133
H -1.89253 1.46874 0.56751
H -3.83036 -0.14455 1.18942
H -4.95981 1.20808 0.87652
H -2.79569 1.12012 2.71217
C 3.44745 -1.58695 -1.89378
C 3.55516 -0.78596 -3.22018
O 2.21855 -0.52479 -3.58899
H 4.44216 -1.89168 -1.56851
H 2.89804 -2.50348 -2.10878
H 2.92987 -0.99799 -1.13659
H 4.08031 -1.30839 -4.01979
H 4.09974 0.13505 -3.01217
H 1.83867 0.08046 -2.94792
C -3.19222 -2.24047 3.80709
C -2.37548 -2.56434 2.56845
O -3.19577 -3.27079 1.69515
H -2.50803 -2.14401 4.65010
H -3.90388 -3.01300 4.09834
H -3.69358 -1.30063 3.57593
H -1.57768 -3.25502 2.84152
H -1.91204 -1.66968 2.15262
H -2.63665 -3.68034 1.03089
C -1.22768 1.75485 5.50094
C -1.49198 0.47076 4.69707
O -1.00995 0.72417 3.41291
H -0.26230 1.78252 6.00629
H -1.91321 1.88840 6.33779
H -1.37088 2.65104 4.89726
H -2.53840 0.16563 4.69458
H -0.91714 -0.39016 5.03836
H -0.07851 0.95019 3.35879
C 4.38080 2.76622 0.33631
C 5.14950 1.67724 -0.45817
O 6.06899 2.18368 -1.35730
H 3.55648 2.34114 0.90893
H 4.05847 3.54735 -0.35220
H 5.14733 3.20499 0.97508
H 4.43411 1.09071 -1.03463
H 5.62035 0.94940 0.20262
H 6.55601 1.44910 -1.73782
C -0.20656 -4.22048 -0.18908
C -1.18817 -5.38003 -0.49886
O -2.51570 -4.94199 -0.44650
H -0.38774 -3.80421 0.80188
H -0.36112 -3.38319 -0.86964
H 0.80440 -4.62740 -0.21073
H -1.04858 -6.21576 0.18684
H -1.08783 -5.75848 -1.51611
H -3.01584 -5.72118 -0.70015
C 0.07209 -0.51212 -0.10049
C 1.02966 0.65124 -0.22509
O 1.15276 0.96666 -1.58827
H -0.84789 -0.42057 -0.67786
H -0.18154 -0.59979 0.95596
H 0.51671 -1.46364 -0.39208
H 1.99904 0.45971 0.23504
H 0.57699 1.57226 0.14222
H 0.46892 1.57731 -1.87299
C 0.46311 4.27664 -1.30822
C -0.73215 3.91765 -2.21774
O -0.82023 2.54789 -2.43211
H 1.41283 4.16573 -1.83150
H 0.42966 3.65314 -0.41479
H 0.49373 5.31739 -0.98575
H -0.58641 4.43541 -3.16578
H -1.66194 4.32382 -1.81946
H -1.58010 2.34638 -2.98310
C -3.28162 -1.89143 -1.61559
C -4.77066 -2.21331 -1.50556
O -5.57986 -1.05465 -1.61380
H -2.99826 -1.12262 -0.89674
H -2.87214 -1.48938 -2.54229
H -2.70250 -2.74220 -1.25656
H -5.01406 -2.54257 -0.49539
H -5.08096 -3.03546 -2.15044
H -6.19477 -1.06769 -0.87670
C 1.75654 -1.55752 2.95271
C 2.06524 -0.59695 4.11779
O 1.74529 0.76637 3.63148
H 2.01592 -2.56617 3.27433
H 2.31567 -1.31160 2.04994
H 0.69471 -1.62286 2.71535
H 3.14765 -0.61625 4.24473
H 1.62969 -0.94209 5.05549
H 2.33591 1.36927 4.08896
C 1.20471 2.29642 -5.77066
C 2.49682 2.43594 -4.95368
O 3.21009 3.50362 -5.50458
H 1.44831 2.40813 -6.82720
H 0.47827 3.06305 -5.50106
H 0.76446 1.32654 -5.53913
H 3.09935 1.53571 -5.07472
H 2.38371 2.64458 -3.88983
H 3.98997 3.63063 -4.95937
```

The value obtained for the calculated total energy is -46403.1395 eV. The HOMO energy is -9.4 eV. Its structure (SMILES) is CCO.CCO.CCO.CCO.CCO.CCO.CCO.CCO.CCO.CCO.CCO. The value obtained for the gap between HOMO and LUMO is 9.71 eV. The lowest unoccupied orbital energy is 0.31 eV.

=====

- The highest gap between HOMO and LUMO belongs to which entry?
  C22H66BF4O11